The following is a DFT calculation (the ωB97M-V functional and the def2-TZVPD basis) of a 9-piece molecular cluster, C39H67N2O26P overall.

XYZ file:
```
135
C39H67N2O26P (the ωB97M-V functional and the def2-TZVPD basis)
C 3.60 1.34 6.37
C 4.63 0.20 6.49
O 5.85 0.56 5.85
C 6.66 -0.41 5.43
O 6.53 -1.55 5.80
O 7.79 0.15 4.93
C 8.19 1.44 5.36
H 4.00 2.31 6.09
H 3.12 1.56 7.33
H 2.81 1.17 5.64
H 4.31 -0.78 6.12
H 4.74 -0.08 7.54
H 8.32 1.89 4.37
H 9.24 1.45 5.64
H 7.56 1.97 6.08
C 0.87 -8.95 -7.89
C 1.57 -9.84 -6.84
O 1.14 -9.71 -5.48
C 1.61 -10.51 -4.53
O 2.33 -11.52 -4.69
O 1.12 -10.10 -3.40
C 1.28 -10.69 -2.13
H 1.24 -9.18 -8.89
H 0.89 -7.87 -7.79
H -0.19 -9.22 -7.86
H 2.63 -9.84 -7.08
H 1.38 -10.90 -7.01
H 2.17 -10.41 -1.58
H 1.04 -11.75 -2.23
H 0.50 -10.34 -1.45
C -5.75 0.75 -7.51
C -4.24 0.91 -7.58
O -3.95 2.17 -8.26
C -3.38 3.26 -7.61
O -3.80 4.38 -7.85
O -2.40 2.97 -6.61
C -1.79 4.12 -5.96
H -5.98 -0.21 -7.06
H -6.25 0.74 -8.48
H -6.21 1.55 -6.92
H -3.69 0.31 -8.31
H -3.66 0.77 -6.67
H -2.64 4.67 -5.55
H -1.23 4.72 -6.68
H -1.18 3.76 -5.13
C -0.29 -3.88 0.69
C -0.63 -3.15 -0.65
O -0.56 -1.78 -0.46
C -0.70 -0.94 -1.59
O -0.80 -1.38 -2.75
O -0.61 0.34 -1.19
C -0.42 0.86 0.16
H -0.38 -4.96 0.68
H -1.07 -3.62 1.41
H 0.66 -3.64 1.18
H -1.67 -3.40 -0.87
H -0.09 -3.50 -1.53
H -1.28 0.80 0.83
H -0.51 1.94 0.01
H 0.49 0.45 0.58
C -4.29 11.97 1.85
C -5.33 10.78 1.67
O -4.78 9.63 1.12
C -5.60 8.57 1.01
O -6.53 8.24 1.76
O -5.27 7.93 -0.08
C -5.71 6.53 -0.32
H -4.75 12.86 1.41
H -3.51 11.71 1.13
H -3.66 12.09 2.73
H -6.20 11.08 1.09
H -5.73 10.58 2.66
H -6.73 6.33 0.02
H -5.01 5.80 0.07
H -5.80 6.33 -1.39
C -2.32 -8.15 6.47
C -1.47 -9.36 6.07
O -2.24 -10.50 5.86
C -1.59 -11.57 5.31
O -0.43 -11.57 4.93
O -2.40 -12.58 5.05
C -3.78 -12.86 5.61
H -3.27 -8.36 6.96
H -2.72 -7.52 5.67
H -1.68 -7.39 6.90
H -0.80 -9.63 6.89
H -0.89 -9.01 5.21
H -3.85 -12.58 6.66
H -3.99 -13.93 5.57
H -4.54 -12.29 5.07
C -3.98 1.37 6.55
C -4.33 0.03 6.66
C -4.82 -0.62 5.53
C -5.22 0.17 4.39
C -4.95 1.56 4.42
C -4.36 2.13 5.53
N -5.77 -0.48 3.18
O -5.77 -1.72 3.10
O -6.10 0.23 2.20
H -3.48 1.78 7.42
H -3.89 -0.63 7.40
H -4.94 -1.69 5.51
H -5.22 2.06 3.50
H -4.31 3.21 5.47
C 5.66 0.09 -3.27
C 5.00 -1.13 -3.46
C 4.16 -1.22 -4.56
C 4.06 -0.18 -5.50
C 4.67 1.04 -5.23
C 5.60 1.11 -4.14
N 3.40 -0.43 -6.81
O 2.85 0.53 -7.37
O 3.39 -1.60 -7.33
H 6.24 0.24 -2.37
H 5.27 -1.96 -2.82
H 3.82 -2.20 -4.87
H 4.58 1.89 -5.88
H 6.24 1.97 -4.02
C 1.88 8.69 -0.69
O 2.82 8.20 0.19
P 4.41 8.51 -0.06
O 4.73 9.89 -0.55
O 4.77 7.31 -1.13
C 4.73 7.64 -2.51
O 5.16 7.89 1.30
C 6.32 8.44 1.82
H 2.08 9.76 -0.75
H 0.85 8.51 -0.37
H 2.06 8.16 -1.62
H 5.39 6.94 -3.02
H 5.16 8.63 -2.63
H 3.71 7.51 -2.88
H 7.25 7.96 1.52
H 6.31 8.33 2.91
H 6.50 9.51 1.78
```

Computed properties:
- frontier orbital gap (eV) = 9.067
- LUMO energy (eV) = -1.00
- HOMO level (eV) = -10.07
- structure (SMILES) = O=[N+]([O-])c1ccccc1.O=[N+]([O-])c1ccccc1.COP(=O)(OC)OC.CCOC(=O)OC.CCOC(=O)OC.CCOC(=O)OC.CCOC(=O)OC.CCOC(=O)OC.CCOC(=O)OC



The following is a DFT calculation (the ωB97M-V functional and the def2-TZVPD basis) of C18H20AuCl2FN3O3 as an isolated structure.

XYZ file:
```
48
C18H20AuCl2FN3O3 (the ωB97M-V functional and the def2-TZVPD basis)
Au 0.76 5.34 2.09
F -3.19 -0.11 0.75
C -1.92 0.03 0.38
C -1.28 1.16 0.72
C 0.07 1.36 0.35
C 0.74 2.61 0.70
O 0.01 3.53 1.24
C 2.09 2.67 0.39
C 2.70 1.63 -0.28
N 2.10 0.50 -0.65
C 2.85 -0.56 -1.34
C 3.16 -1.83 -0.61
C 4.25 -0.86 -0.92
C 0.75 0.33 -0.36
C 0.06 -0.80 -0.75
C -1.30 -0.99 -0.43
N -1.98 -2.09 -0.86
C -1.51 -2.93 -1.97
C -1.41 -4.40 -1.57
N -2.67 -4.85 -0.83
C -3.78 -3.83 -0.90
C -3.32 -2.49 -0.33
C 3.01 3.82 0.71
O 4.14 3.78 0.29
O 2.56 4.82 1.49
H -1.81 1.93 1.26
H 3.74 1.74 -0.55
H 2.63 -0.61 -2.40
H 3.12 -2.77 -1.16
H 2.85 -1.90 0.43
H 4.95 -1.09 -1.72
H 4.70 -0.31 -0.10
H 0.61 -1.54 -1.31
H -0.55 -2.61 -2.34
H -2.20 -2.80 -2.80
H -0.57 -4.57 -0.91
H -1.28 -5.01 -2.46
H -2.46 -5.04 0.14
H -3.01 -5.73 -1.22
H -4.63 -4.18 -0.33
H -4.09 -3.75 -1.94
H -3.28 -2.53 0.75
H -4.08 -1.76 -0.60
Cl 1.32 6.96 4.07
C -0.38 7.47 4.11
Cl -1.24 6.54 2.83
H -0.45 8.52 3.88
H -0.81 7.22 5.07
```

Computed properties:
- frontier orbital gap (eV) = 3.577
- LUMO energy (eV) = -12.76
- HOMO level (eV) = -16.34
- net charge = +3



The following is a DFT calculation (the ωB97M-V functional and the def2-TZVPD basis) of a 10-piece molecular cluster, C30H83N3O10 overall.

XYZ file:
```
126
C30H83N3O10 (the ωB97M-V functional and the def2-TZVPD basis)
C -10.58 0.52 -22.42
C -11.42 -0.59 -21.85
C -12.78 -0.68 -22.56
O -10.70 -1.84 -21.83
H -9.63 0.70 -21.93
H -11.12 1.48 -22.31
H -10.42 0.36 -23.50
H -11.62 -0.45 -20.79
H -13.36 -1.47 -22.07
H -12.81 -0.89 -23.63
H -13.24 0.29 -22.40
H -10.61 -2.04 -22.77
C -8.86 7.04 -18.54
C -7.44 6.70 -18.12
C -7.13 5.23 -18.43
O -6.42 7.54 -18.63
H -9.05 6.92 -19.61
H -9.16 8.03 -18.22
H -9.52 6.40 -17.98
H -7.40 6.82 -17.05
H -6.17 4.89 -18.07
H -7.32 5.08 -19.50
H -7.82 4.52 -17.95
H -6.40 7.45 -19.58
C -7.56 -0.08 -18.89
C -8.06 -0.62 -17.50
C -7.67 0.36 -16.38
O -9.47 -0.72 -17.47
H -7.83 -0.77 -19.69
H -6.48 -0.01 -18.77
H -8.01 0.89 -19.11
H -7.63 -1.63 -17.44
H -7.98 1.36 -16.70
H -6.60 0.47 -16.22
H -8.20 -0.02 -15.51
H -9.83 -1.08 -18.29
C -11.81 3.89 -14.21
C -11.68 4.88 -15.38
C -11.40 6.32 -14.86
O -10.65 4.54 -16.27
H -12.64 4.21 -13.57
H -10.87 3.84 -13.64
H -11.97 2.91 -14.67
H -12.66 4.85 -15.88
H -10.48 6.31 -14.28
H -12.21 6.59 -14.18
H -11.33 7.03 -15.69
H -10.74 3.61 -16.61
C -12.63 7.30 -19.26
C -13.41 8.60 -19.14
O -13.93 8.91 -20.40
H -11.74 7.44 -19.89
H -13.21 6.50 -19.72
H -12.28 6.95 -18.30
H -12.79 9.40 -18.71
H -14.20 8.52 -18.38
H -14.40 9.75 -20.38
C -8.93 6.18 -25.56
C -9.06 7.38 -24.65
O -8.01 7.32 -23.69
H -7.93 6.20 -26.00
H -9.68 6.14 -26.35
H -9.09 5.24 -25.02
H -10.00 7.33 -24.10
H -8.96 8.33 -25.18
H -7.99 8.13 -23.19
C -17.39 0.02 -20.32
C -15.94 -0.47 -20.43
O -15.45 -1.26 -19.31
H -17.56 0.66 -19.47
H -18.12 -0.77 -20.48
H -17.47 0.62 -21.23
H -15.18 0.31 -20.48
H -15.78 -1.02 -21.37
H -16.08 -1.99 -19.22
C -3.78 4.18 -24.10
C -5.26 4.65 -24.10
C -5.89 4.36 -22.73
O -6.00 2.95 -22.59
C -6.61 2.55 -21.40
N -5.32 6.09 -24.25
H -3.29 4.35 -25.07
H -3.74 3.14 -23.79
H -3.24 4.73 -23.33
H -5.81 4.07 -24.84
H -6.86 4.85 -22.69
H -5.19 4.78 -22.01
H -6.52 1.47 -21.41
H -7.61 2.99 -21.40
H -6.09 2.99 -20.53
H -6.25 6.48 -24.34
H -4.73 6.33 -25.04
C -15.30 1.65 -14.83
C -14.85 0.98 -16.12
C -13.88 -0.11 -15.73
O -12.70 0.55 -15.20
C -11.76 -0.35 -14.63
N -16.01 0.29 -16.70
H -14.50 2.17 -14.30
H -15.74 0.90 -14.19
H -16.06 2.37 -15.13
H -14.41 1.69 -16.82
H -13.59 -0.76 -16.57
H -14.37 -0.65 -14.92
H -12.26 -0.88 -13.83
H -10.90 0.21 -14.27
H -11.40 -1.02 -15.40
H -16.74 0.95 -16.91
H -15.70 -0.21 -17.54
C -12.71 2.72 -18.91
C -11.23 2.32 -18.91
C -10.32 3.44 -19.43
O -10.66 3.52 -20.82
C -10.02 4.65 -21.38
N -10.82 2.02 -17.54
H -13.29 1.85 -18.66
H -12.98 3.13 -19.86
H -12.89 3.50 -18.16
H -11.12 1.45 -19.58
H -9.27 3.23 -19.29
H -10.58 4.35 -18.89
H -10.57 5.51 -21.03
H -10.09 4.62 -22.48
H -8.98 4.58 -21.07
H -10.08 1.32 -17.57
H -11.59 1.52 -17.09
```

Computed properties:
- frontier orbital gap (eV) = 9.421
- LUMO energy (eV) = 0.52
- HOMO level (eV) = -8.90
- structure (SMILES) = COC[C@H](C)N.COC[C@H](C)N.COC[C@H](C)N.CC(C)O.CC(C)O.CC(C)O.CC(C)O.CCO.CCO.CCO



The following is a DFT calculation (the ωB97M-V functional and the def2-TZVPD basis) of a 2-piece molecular cluster, C6H15N4S overall.

XYZ file:
```
26
C6H15N4S (the ωB97M-V functional and the def2-TZVPD basis)
C 0.49 2.08 -1.39
C 1.89 0.19 1.71
C 2.26 -1.72 0.14
C -0.23 1.24 -0.33
C 1.77 -0.28 0.26
C 0.31 -0.19 -0.23
N -3.27 -1.60 -1.30
N -1.63 -1.35 0.30
N -0.50 -1.00 0.67
N -2.15 -1.63 -0.79
S -5.64 0.97 0.55
H 1.52 2.29 -1.10
H 0.50 1.56 -2.34
H -0.02 3.03 -1.52
H 1.19 -0.37 2.32
H 2.90 0.03 2.07
H 1.66 1.25 1.80
H 2.24 -2.05 -0.90
H 3.29 -1.80 0.50
H 1.62 -2.37 0.72
H -1.29 1.19 -0.59
H -0.16 1.73 0.64
H 2.39 0.36 -0.38
H 0.25 -0.63 -1.25
H -3.93 -0.89 -0.93
H -5.45 -0.04 1.38
```

Computed properties:
- frontier orbital gap (eV) = 5.652
- LUMO energy (eV) = 2.77
- HOMO level (eV) = -2.88
- net charge = -1



The following is a DFT calculation (the ωB97M-V functional and the def2-TZVPD basis) of an isolated molecule of C3H3FOS2.

XYZ file:
```
10
C3H3FOS2 (the ωB97M-V functional and the def2-TZVPD basis)
C -1.84 0.37 -0.01
C 0.86 0.69 0.02
C 0.58 -0.84 0.09
O -0.16 -1.17 1.01
F 0.07 -1.25 -1.27
S -3.30 -0.11 0.24
S -0.80 1.48 -0.48
H 1.30 0.94 1.04
H 1.56 1.02 -0.64
H 1.74 -1.14 0.00
```

Computed properties:
- frontier orbital gap (spin up / spin down) (eV) = 6.987 / 6.984
- LUMO energy (spin up / spin down) (eV) = -1.81 / -1.81
- HOMO level (spin up / spin down) (eV) = -8.79 / -8.79



The following is a DFT calculation (the ωB97M-V functional and the def2-TZVPD basis) of an isolated molecule of C2H2N4O2.

XYZ file:
```
10
C2H2N4O2 (the ωB97M-V functional and the def2-TZVPD basis)
C -0.17 -0.60 -1.32
C 0.38 -0.08 -0.08
H -2.51 -2.35 -0.39
H 0.42 -0.19 -2.21
N -1.27 -1.19 -1.43
N 1.50 0.44 -0.22
N 1.91 1.18 0.74
N -0.28 0.51 1.01
O -2.11 -1.34 -0.18
O 0.58 1.34 1.47
```

Computed properties:
- frontier orbital gap (eV) = 9.528
- LUMO energy (eV) = -0.88
- HOMO level (eV) = -10.41
- structure (SMILES) = O/N=C\c1nnon1



The following is a DFT calculation (the ωB97M-V functional and the def2-TZVPD basis) of C9H21FINdO2P2 as an isolated structure.

XYZ file:
```
37
C9H21FINdO2P2 (the ωB97M-V functional and the def2-TZVPD basis)
C 2.72 0.35 -0.63
C 1.83 -0.60 -1.15
H 3.71 0.32 -1.16
H 2.92 0.14 0.44
H 2.31 1.38 -0.75
O 1.28 -1.33 -1.88
I -1.92 2.03 2.82
Nd -1.79 -0.22 0.80
P -1.01 1.91 -1.32
C -2.12 1.68 -2.76
C -1.69 3.48 -0.65
H -1.62 4.31 -1.38
H 0.10 3.37 -2.92
H -1.14 3.75 0.26
H 1.19 2.93 -1.57
H -3.10 1.32 -2.42
H -2.73 3.33 -0.36
C 0.43 2.55 -2.26
H -2.23 2.64 -3.28
H 0.85 1.75 -2.87
H -1.68 0.93 -3.44
P 0.55 -1.77 1.61
C -0.12 -3.48 1.45
C 2.30 -2.19 1.84
H 0.19 -0.36 3.60
H 0.57 -2.07 4.01
H -1.08 -1.60 3.46
C 0.00 -1.41 3.34
H 2.88 -1.33 2.19
H 2.39 -3.01 2.58
H 0.34 -4.12 2.22
H 0.14 -3.87 0.46
H 2.74 -2.53 0.90
H -1.21 -3.47 1.56
C -1.46 -1.36 -1.51
O -1.56 -1.69 -2.61
F -3.00 -1.77 1.41
```

Computed properties:
- frontier orbital gap (spin up / spin down) (eV) = 5.328 / 5.354
- 2S+1 = 4
- LUMO energy (spin up / spin down) (eV) = -9.28 / -9.27
- HOMO level (spin up / spin down) (eV) = -14.60 / -14.63
- net charge = +2



The following is a DFT calculation (the ωB97M-V functional and the def2-TZVPD basis) of a 2-piece molecular cluster, C34H36BF3O3 overall.

XYZ file:
```
77
C34H36BF3O3 (the ωB97M-V functional and the def2-TZVPD basis)
C 2.31 -2.25 -5.93
C 1.43 -1.98 -4.72
C 0.09 -1.51 -5.28
C 1.27 -3.23 -3.69
C 0.27 -4.29 -4.09
C 2.61 -3.91 -3.44
O 0.84 -2.56 -2.52
B 1.38 -1.19 -2.56
C 0.18 -0.03 -2.37
C 0.13 1.10 -3.17
C -0.95 2.00 -3.07
C -1.96 1.75 -2.13
C -3.20 2.61 -2.04
F -4.33 1.85 -1.92
F -3.15 3.41 -0.91
F -3.41 3.45 -3.11
C -1.86 0.68 -1.26
C -0.80 -0.23 -1.39
C 2.41 -0.91 -1.13
C 3.30 0.30 -1.29
O 2.01 -1.00 -3.85
H 1.86 -3.07 -6.50
H 2.31 -1.37 -6.59
H 3.35 -2.50 -5.67
H -0.35 -2.28 -5.92
H -0.62 -1.22 -4.50
H 0.28 -0.64 -5.92
H 0.60 -4.74 -5.03
H 0.25 -5.07 -3.33
H -0.74 -3.88 -4.21
H 2.96 -4.45 -4.33
H 3.40 -3.21 -3.14
H 2.48 -4.65 -2.65
H 0.90 1.32 -3.91
H -0.99 2.88 -3.69
H -2.61 0.54 -0.49
H -0.74 -1.08 -0.72
H 1.72 -0.79 -0.28
H 2.94 -1.86 -1.04
H 3.77 0.65 -0.36
H 4.12 0.02 -1.97
H 2.74 1.14 -1.74
C -5.84 2.31 2.08
C -4.90 1.61 2.85
C -3.63 2.15 3.08
C -3.33 3.44 2.61
O -2.13 4.08 2.94
C -0.96 3.30 3.04
C -0.46 2.68 1.88
C 0.33 1.56 2.04
C 0.81 1.15 3.32
C 1.66 0.02 3.42
C 1.94 -0.64 4.67
C 3.28 -1.01 5.05
C 3.53 -1.87 6.12
C 2.44 -2.37 6.87
C 1.14 -1.87 6.63
C 0.90 -0.98 5.58
C 0.47 1.97 4.43
C -0.38 3.05 4.29
C -4.27 4.16 1.86
C -5.50 3.57 1.57
H -6.82 1.88 1.84
H -5.14 0.64 3.26
H -2.88 1.58 3.63
H -0.77 3.04 0.90
H 0.59 0.96 1.17
H 2.17 -0.34 2.52
H 4.11 -0.56 4.49
H 4.56 -2.15 6.36
H 2.61 -3.13 7.63
H 0.32 -2.18 7.28
H -0.08 -0.55 5.44
H 0.89 1.73 5.41
H -0.65 3.67 5.15
H -4.00 5.16 1.52
H -6.21 4.13 0.94
```

Computed properties:
- frontier orbital gap (eV) = 2.466
- LUMO energy (eV) = -3.78
- HOMO level (eV) = -6.25



The following is a DFT calculation (the ωB97M-V functional and the def2-TZVPD basis) of a 2-piece molecular cluster, C5H8N2O overall.

XYZ file:
```
16
C5H8N2O (the ωB97M-V functional and the def2-TZVPD basis)
C 0.11 -1.03 -0.15
C -2.75 -0.17 0.23
C 1.62 -0.99 0.34
C 2.01 0.50 0.07
C 0.60 1.21 -0.26
N -3.87 0.20 -0.02
N -0.24 0.14 -0.74
O -0.62 -2.03 0.02
H -2.22 -1.25 0.35
H -4.35 1.09 -0.24
H 1.88 -1.23 1.32
H 2.13 -1.69 -0.32
H 2.60 1.05 0.82
H 2.57 0.57 -0.85
H 0.00 1.64 0.60
H 0.55 1.99 -1.16
```

Computed properties:
- frontier orbital gap (spin up / spin down) (eV) = 7.150 / 7.639
- 2S+1 = 3
- LUMO energy (spin up / spin down) (eV) = 0.86 / -2.36
- HOMO level (spin up / spin down) (eV) = -6.29 / -10.00